Entry 1:
110
Properties=species:S:1:pos:R:3:forces:R:3:mulliken_charge:R:1 method="wB97M-V/def2-TZVPD" gap_ev=3.688 charge=-2 homo_energy_ev=-0.726
C 1.085 -3.432 -0.795 0.139 0.249 -0.222 -0.400
C 2.361 -2.387 -0.671 -0.899 -0.296 -0.461 0.074
C 2.009 -1.163 0.413 1.823 -0.729 0.848 -0.660
N 1.965 0.204 -0.222 -0.951 -0.505 1.267 1.019
C 2.192 1.332 0.749 0.628 5.330 4.613 -0.026
O 2.965 2.408 0.434 -3.545 -5.704 0.714 -0.716
O 1.561 1.363 2.092 2.752 -1.393 -6.523 -0.725
C 0.802 0.412 -1.150 0.021 0.730 -1.095 -0.090
C -0.503 1.171 -0.521 -1.298 -0.214 -0.926 -0.259
C -1.381 0.224 0.542 -0.576 1.415 -1.469 1.110
O -1.415 0.786 1.901 -0.578 0.157 -1.492 -0.531
C -2.949 0.071 -0.021 0.655 -0.376 0.791 0.484
N -3.068 -1.073 -1.023 0.034 0.383 0.737 -0.715
C 1.401 1.215 -2.490 3.986 2.238 -3.230 -0.198
O 0.616 1.530 -3.536 2.436 -1.391 4.470 -0.657
O 2.840 1.527 -2.518 -7.493 -1.930 0.095 -0.683
H 0.839 -3.614 -1.947 0.269 0.312 2.525 0.213
H 1.370 -4.474 -0.326 -0.734 2.092 -0.874 -0.284
H 0.156 -2.961 -0.224 1.761 -1.167 -1.353 0.192
H 2.564 -1.936 -1.756 -0.356 -0.836 2.510 0.336
H 3.284 -3.035 -0.330 -2.053 1.816 -0.773 0.079
H 2.943 -1.157 1.157 -2.167 0.131 -1.556 0.044
H 1.083 -1.448 1.069 1.410 0.499 -1.199 0.297
H 0.404 -0.626 -1.587 1.026 2.025 1.090 0.058
H -0.298 2.246 -0.088 -0.050 -2.341 -0.614 0.257
H -1.253 1.343 -1.435 1.777 -0.291 1.700 0.206
H -0.920 -0.848 0.457 -0.834 1.980 0.993 -0.724
H -1.741 1.737 1.862 0.793 -1.911 -0.386 0.379
H -3.359 1.059 -0.494 0.979 -1.822 0.939 -0.207
H -3.591 -0.199 0.923 1.206 0.621 -2.022 -0.381
H -2.293 -1.070 -1.721 -0.759 -0.094 1.062 0.336
H -3.119 -1.975 -0.499 0.548 1.110 -0.833 0.283
C -5.814 0.700 2.874 0.117 -0.234 -0.326 -0.631
O -4.578 0.010 2.848 -0.065 -0.441 0.365 -0.501
H -5.629 1.753 3.094 0.135 -0.149 -0.014 0.301
H -6.301 0.613 1.900 -0.171 0.184 0.213 0.263
H -6.453 0.274 3.652 -0.293 0.126 0.026 0.242
H -4.774 -0.921 2.651 0.213 0.543 0.074 0.236
C 2.737 -6.953 0.169 0.284 0.066 -0.206 -0.570
O 3.065 -6.066 -0.884 0.398 -0.220 -0.273 -0.438
H 1.762 -6.676 0.576 0.143 0.062 -0.126 0.196
H 2.692 -7.975 -0.214 -0.107 -0.190 0.221 0.320
H 3.492 -6.880 0.956 -0.146 -0.191 0.183 0.208
H 3.935 -6.336 -1.225 -0.490 0.325 0.155 0.258
C 3.937 -4.144 2.637 0.134 0.297 -0.284 -0.411
O 4.265 -3.257 1.584 0.565 -0.322 0.156 -0.130
H 2.962 -3.867 3.044 0.274 0.021 -0.144 0.164
H 3.892 -5.166 2.254 -0.092 -0.197 0.251 -0.029
H 4.692 -4.071 3.424 -0.113 -0.192 0.262 0.335
H 5.135 -3.527 1.243 -0.490 0.419 0.004 0.136
C 6.313 -1.027 -0.870 -0.521 0.192 0.072 -0.461
O 4.946 -1.386 -0.802 0.494 0.129 -0.102 -0.305
H 6.923 -1.907 -0.655 -0.147 0.059 -0.058 0.058
H 6.546 -0.662 -1.873 0.288 0.065 -0.045 0.316
H 6.524 -0.250 -0.130 0.260 0.044 -0.039 0.158
H 4.430 -0.585 -0.997 -0.284 -0.069 0.056 0.211
C 9.701 -4.097 -1.612 -0.048 0.183 0.238 -0.555
O 8.638 -3.620 -0.808 0.158 0.062 0.372 -0.432
H 9.288 -4.674 -2.442 -0.031 0.121 0.162 0.196
H 10.269 -3.251 -2.006 0.171 -0.141 -0.175 0.253
H 10.352 -4.740 -1.013 0.206 -0.111 -0.196 0.235
H 9.035 -3.113 -0.080 -0.401 -0.196 -0.381 0.271
C -9.434 0.885 2.503 0.012 -0.038 -0.177 -0.378
O -8.610 0.187 1.587 -0.244 -0.316 -0.605 -0.465
H -8.852 1.115 3.399 -0.086 -0.170 -0.343 0.010
H -9.780 1.816 2.048 -0.118 0.108 0.254 0.313
H -10.288 0.260 2.776 -0.093 0.188 0.248 0.290
H -9.153 -0.003 0.803 0.444 0.074 0.399 0.275
C 0.831 -4.459 5.533 -0.158 0.091 -0.214 -0.570
O 1.655 -5.157 4.617 -0.100 -0.435 -0.344 -0.475
H 1.413 -4.229 6.429 -0.002 -0.076 -0.190 0.211
H 0.485 -3.528 5.077 -0.097 0.069 0.238 0.289
H -0.023 -5.084 5.806 -0.128 0.145 0.202 0.243
H 1.112 -5.347 3.833 0.410 0.169 0.361 0.287
C -1.114 2.954 -5.736 0.619 -0.194 0.360 0.108
O -1.908 2.970 -6.907 -0.535 -0.041 -1.335 -0.599
H -1.699 3.351 -4.904 -0.014 -0.126 -0.155 -0.064
H -0.816 1.927 -5.510 0.115 0.230 0.356 0.209
H -0.228 3.577 -5.886 -0.180 -0.205 0.275 0.112
H -1.362 2.612 -7.628 -0.349 0.239 0.519 0.298
C 7.533 1.179 2.515 -0.429 -0.060 -0.062 -0.655
O 6.702 0.033 2.557 -0.166 -0.031 0.228 -0.449
H 8.568 0.862 2.370 -0.113 -0.071 0.020 0.211
H 7.230 1.819 1.683 0.167 0.185 0.056 0.293
H 7.450 1.724 3.458 0.190 0.232 -0.034 0.272
H 5.791 0.345 2.687 0.264 -0.266 -0.257 0.307
C 2.945 4.068 -6.429 -0.260 -0.126 0.429 -0.620
O 1.755 4.211 -5.676 0.328 0.178 -0.026 -0.524
H 2.892 4.719 -7.305 -0.080 0.003 0.068 0.230
H 3.802 4.355 -5.816 0.210 -0.081 -0.182 0.264
H 3.048 3.030 -6.756 0.250 0.006 -0.096 0.253
H 1.831 3.621 -4.907 -0.211 -0.126 0.044 0.315
C -10.804 2.813 6.102 0.240 0.053 0.028 -0.548
O -10.001 2.234 5.090 0.362 0.071 0.036 -0.433
H -11.848 2.548 5.922 0.195 -0.012 -0.057 0.203
H -10.495 2.430 7.077 -0.203 0.127 0.146 0.238
H -10.697 3.901 6.075 -0.193 0.050 0.197 0.245
H -9.081 2.486 5.276 -0.464 -0.185 -0.194 0.281
C -3.913 3.872 -1.411 0.044 -0.050 0.090 -0.493
O -3.136 3.493 -0.290 0.261 0.270 0.498 -0.468
H -4.641 3.085 -1.621 0.153 -0.081 0.135 0.344
H -4.440 4.804 -1.192 -0.066 -0.208 -0.230 0.225
H -3.262 4.005 -2.279 -0.268 0.021 -0.058 0.118
H -2.499 4.210 -0.127 -0.221 -0.546 -0.116 0.274
C -4.513 6.774 -3.655 0.242 0.134 0.032 -0.579
O -3.736 6.395 -2.534 0.374 0.841 0.062 -0.426
H -5.241 5.987 -3.866 0.165 0.046 0.109 0.232
H -5.040 7.706 -3.436 -0.183 0.048 -0.224 0.261
H -3.862 6.907 -4.523 -0.216 0.011 -0.173 0.272
H -3.099 7.112 -2.372 -0.261 -0.478 -0.081 0.258

***

Entry 2:
86
Properties=species:S:1:pos:R:3:forces:R:3:mulliken_spin:R:1 method="wB97M-V/def2-TZVPD" gap_ev="7.060 / 7.222" homo_energy_ev="-7.025 / -7.023" spin_multiplicity=2 s2=0.833
Co -1.901 0.172 -0.496 -0.056 -0.322 -0.881 1.123
N -0.832 1.685 -1.528 0.006 0.081 0.553 0.002
N 0.528 1.382 -1.317 0.112 0.067 -0.145 0.002
C 0.861 0.359 -0.407 -0.210 -0.092 0.225 0.000
O 2.015 0.270 -0.022 0.109 0.206 -0.190 0.004
O -0.124 -0.402 -0.079 0.191 -0.374 -0.115 0.020
H -1.006 1.759 -2.524 -0.146 -0.059 0.022 0.002
H -1.118 2.553 -1.079 0.144 0.055 -0.034 0.003
H 1.205 2.117 -1.443 -0.043 0.042 0.096 -0.001
C -4.597 -1.645 0.674 -0.069 -0.075 -0.099 0.010
P -3.068 -1.738 -0.309 0.160 0.332 0.928 -0.060
C -2.053 -2.898 0.654 -0.019 -0.172 -0.135 0.003
C -3.560 -2.636 -1.806 0.165 0.124 -0.129 0.014
C -4.709 -2.253 -2.496 -0.023 -0.014 0.013 -0.004
C -5.075 -2.904 -3.663 -0.013 -0.002 -0.016 0.003
C -4.287 -3.933 -4.162 0.001 -0.009 -0.013 -0.001
C -3.135 -4.310 -3.489 0.001 0.005 0.001 0.002
C -2.768 -3.661 -2.319 -0.019 -0.002 0.022 0.000
H -5.296 -0.937 0.232 -0.005 0.002 -0.014 -0.001
H -4.330 -1.262 1.658 -0.008 -0.007 -0.004 0.001
H -5.070 -2.623 0.768 0.010 -0.001 -0.020 0.000
H -2.487 -3.899 0.676 -0.002 0.009 0.043 -0.001
H -1.994 -2.501 1.668 0.005 0.023 0.001 0.001
H -1.034 -2.930 0.267 0.017 0.040 -0.005 -0.001
H -5.327 -1.445 -2.123 -0.001 0.001 0.019 0.000
H -5.978 -2.610 -4.182 0.013 0.013 -0.014 0.000
H -4.568 -4.435 -5.078 -0.015 -0.019 0.013 0.000
H -2.520 -5.115 -3.870 0.010 0.015 -0.017 0.000
H -1.862 -3.957 -1.807 -0.003 -0.012 0.015 0.000
C 1.711 -5.273 2.144 0.018 -0.023 0.025 0.000
C 1.787 -4.190 3.223 0.012 0.152 -0.025 0.000
C 0.384 -3.980 3.802 -0.011 -0.040 -0.035 0.000
C 2.707 -4.673 4.339 -0.005 -0.009 0.048 0.000
Sb 2.198 -2.299 2.103 -0.016 -0.181 -0.003 0.002
C 2.205 -0.774 3.712 0.042 -0.086 -0.040 0.000
C 2.620 -1.271 5.089 -0.001 -0.006 0.061 0.000
C 3.104 0.399 3.325 -0.038 0.044 -0.046 -0.001
C 0.754 -0.284 3.748 -0.003 0.013 -0.011 -0.001
C 4.296 -2.538 1.413 -0.112 -0.012 0.066 0.000
C 5.232 -3.271 2.362 0.049 -0.025 0.019 0.000
C 4.150 -3.342 0.118 -0.008 0.009 -0.010 0.000
C 4.895 -1.177 1.062 0.010 0.016 -0.075 0.000
H 1.207 -6.163 2.541 0.015 -0.026 0.027 0.000
H 2.705 -5.582 1.816 0.014 0.017 -0.014 0.000
H 1.155 -4.945 1.262 -0.034 0.011 0.006 0.000
H -0.031 -4.940 4.133 0.004 -0.014 0.027 0.000
H -0.306 -3.561 3.064 0.000 -0.035 -0.024 0.000
H 0.392 -3.312 4.665 0.011 0.013 -0.001 0.000
H 2.323 -5.620 4.740 -0.025 -0.012 0.015 0.000
H 2.762 -3.970 5.169 -0.001 0.012 0.002 0.000
H 3.722 -4.862 3.999 -0.010 -0.009 -0.012 0.000
H 3.632 -1.682 5.088 0.005 0.000 -0.008 0.000
H 1.945 -2.035 5.477 -0.006 0.007 -0.011 0.000
H 2.605 -0.437 5.803 -0.003 0.027 -0.003 0.000
H 4.155 0.168 3.494 0.006 -0.009 -0.008 0.000
H 2.853 1.261 3.956 0.017 0.004 0.026 0.000
H 2.978 0.702 2.284 -0.031 -0.002 -0.009 0.000
H 0.070 -1.054 4.115 0.000 -0.026 -0.013 0.000
H 0.410 0.023 2.757 0.020 0.037 -0.015 0.000
H 0.671 0.581 4.418 -0.011 -0.006 0.033 0.000
H 4.903 -4.292 2.555 0.012 0.000 -0.034 0.000
H 5.336 -2.757 3.320 -0.027 -0.007 0.015 0.000
H 6.232 -3.337 1.914 0.023 0.028 -0.013 0.000
H 3.770 -4.351 0.294 -0.013 -0.001 0.012 0.000
H 5.129 -3.436 -0.367 0.019 -0.020 0.002 0.000
H 3.475 -2.849 -0.585 0.016 0.027 -0.007 0.000
H 5.259 -0.653 1.943 -0.016 0.000 0.016 0.000
H 4.191 -0.529 0.540 -0.012 -0.019 -0.019 0.000
H 5.756 -1.335 0.401 0.031 0.000 0.011 0.000
C -5.468 4.347 -0.357 -0.023 0.035 0.046 0.002
C -4.920 3.502 -1.346 0.033 -0.047 -0.042 0.018
C -4.113 2.461 -0.983 -0.012 0.045 -0.040 0.027
C -3.802 2.201 0.378 -0.020 -0.052 0.099 -0.197
C -2.944 1.123 0.754 -0.235 0.249 -0.126 -0.036
C -2.725 0.904 2.093 0.017 0.077 -0.065 0.062
C -3.293 1.739 3.081 -0.008 -0.001 0.032 -0.003
C -4.091 2.790 2.730 0.014 0.010 0.041 -0.003
C -4.370 3.046 1.366 -0.003 -0.006 -0.037 0.005
C -5.200 4.121 0.962 0.002 0.005 -0.023 -0.003
H -6.105 5.172 -0.649 0.001 0.002 -0.004 0.000
H -5.144 3.680 -2.390 -0.007 0.001 0.001 0.001
H -3.703 1.801 -1.743 -0.007 -0.017 0.005 0.001
H -2.076 0.092 2.411 0.024 0.003 0.004 0.006
H -3.081 1.544 4.126 0.001 0.009 0.003 0.000
H -4.515 3.443 3.483 -0.017 -0.018 0.011 -0.001
H -5.621 4.766 1.725 -0.012 -0.002 0.001 0.000

***

Entry 3:
11
Properties=species:S:1:pos:R:3:forces:R:3:mulliken_charge:R:1 method="wB97M-V/def2-TZVPD" gap_ev=6.163 charge=-1 homo_energy_ev=-2.719
S 1.581 -1.321 -1.395 0.989 -1.495 1.011 -0.844
H 2.265 -2.272 -0.556 -0.900 1.268 -1.129 -0.025
C -1.648 -0.545 0.880 1.730 -1.951 1.017 -0.699
S -1.201 1.166 0.540 -0.715 1.034 -0.403 -0.138
C 0.600 1.250 0.657 0.725 -2.512 0.222 -0.478
H -2.220 -0.738 1.808 -0.259 0.851 -0.404 0.295
H -2.171 -1.066 0.041 0.801 0.501 0.544 0.241
H -0.671 -1.087 1.196 -1.410 0.635 -1.285 0.211
H 0.957 0.245 0.263 -0.292 0.749 0.408 -0.109
H 0.849 1.275 1.728 0.338 0.540 -0.462 0.257
H 1.202 1.889 -0.014 -1.007 0.379 0.481 0.290

***

Entry 4:
20
Properties=species:S:1:pos:R:3:forces:R:3:mulliken_charge:R:1 method="wB97M-V/def2-TZVPD" gap_ev=8.960 smiles="C=CN(C)C[NH2+]C" charge=+1 homo_energy_ev=-12.333
C 0.090 0.849 2.602 1.054 0.119 0.946 -0.984
C 0.374 -0.015 1.631 -2.018 0.321 -0.598 0.073
N -0.598 -0.341 0.628 -0.656 -0.711 0.101 0.150
C -2.017 -0.033 0.857 0.110 0.511 0.433 -1.039
C -0.144 -0.791 -0.632 -0.679 -2.515 -0.343 -0.874
N 0.680 0.334 -1.213 -0.321 -1.704 -2.269 -0.106
C 1.460 -0.068 -2.424 2.391 1.514 -0.452 -0.823
H -0.863 1.354 2.729 0.199 -0.093 -0.324 0.267
H 0.815 1.073 3.404 -0.365 -0.352 -0.650 0.244
H 1.265 -0.596 1.525 0.706 -0.063 0.202 0.460
H -2.732 -0.802 0.528 0.573 0.266 -0.315 0.300
H -2.168 0.065 1.926 0.084 -0.432 0.198 0.327
H -2.287 0.977 0.526 -0.115 -0.213 -0.545 0.414
H -0.927 -1.112 -1.406 0.647 0.979 1.425 0.438
H 0.495 -1.774 -0.593 -0.439 2.016 0.102 0.385
H 1.438 0.332 -0.558 -0.055 2.081 1.114 0.414
H 0.024 1.114 -1.425 1.199 -0.093 0.998 0.354
H 1.815 0.887 -3.030 -0.613 -2.181 1.451 0.294
H 2.302 -0.696 -2.025 -0.337 1.051 -0.522 0.328
H 0.975 -0.756 -3.049 -1.366 -0.503 -0.954 0.379

***

Entry 5:
52
Properties=species:S:1:pos:R:3:forces:R:3:mulliken_charge:R:1 method="wB97M-V/def2-TZVPD" gap_ev=8.466 charge=+1 homo_energy_ev=-11.101
C -1.133 4.992 -0.754 -0.258 -0.060 0.150 -1.156
P -1.075 3.333 -1.506 0.262 0.045 0.160 0.385
O -1.209 3.764 -3.087 0.042 -0.038 -0.291 -0.613
C -2.833 2.928 -1.214 -0.085 0.060 -0.237 -0.322
C -3.339 1.960 -0.425 0.313 -0.315 0.312 -0.174
N -4.713 2.037 -0.504 -0.293 -0.243 0.184 -0.031
C -5.068 3.011 -1.339 -0.067 0.003 -0.132 0.150
C -6.435 3.448 -1.735 0.011 0.286 0.245 -0.567
C -6.597 4.966 -1.579 0.154 -0.009 -0.072 -0.371
F -6.077 5.580 -2.721 -0.018 -0.163 0.280 -0.279
N -3.941 3.554 -1.771 0.212 0.385 -0.247 0.086
H -1.792 5.674 -1.301 0.131 -0.046 -0.006 0.335
H -1.537 4.860 0.257 0.242 0.154 -0.034 0.332
H -0.125 5.403 -0.704 -0.099 0.043 0.035 0.374
H -0.625 3.225 -3.635 -0.101 0.088 -0.040 0.339
H -2.803 1.241 0.175 -0.192 -0.002 -0.006 0.669
H -5.360 1.438 -0.013 -0.025 0.020 -0.032 0.250
H -6.593 3.194 -2.787 -0.171 -0.044 0.121 0.307
H -7.182 2.943 -1.120 0.072 -0.088 -0.108 0.376
H -7.646 5.242 -1.465 0.082 -0.009 -0.199 0.319
H -6.031 5.349 -0.723 -0.149 -0.056 -0.065 0.309
H -3.908 4.320 -2.434 0.036 -0.042 -0.017 0.279
C -0.667 -2.088 -0.399 0.010 0.028 0.055 -0.915
C -0.183 -0.775 -0.992 0.011 -0.026 -0.061 -0.335
O 0.312 0.148 -0.040 -0.172 0.069 0.022 -0.347
C 1.434 -0.289 0.721 0.094 -0.032 0.078 -0.402
C 2.650 -0.643 -0.112 -0.021 0.026 -0.077 -0.951
H -1.437 -1.913 0.354 0.000 -0.008 0.005 0.298
H -1.086 -2.718 -1.185 -0.015 0.007 -0.008 0.399
H 0.142 -2.645 0.072 0.013 -0.012 -0.035 0.081
H -1.018 -0.258 -1.474 0.007 0.009 -0.016 0.313
H 0.562 -0.964 -1.772 0.015 -0.014 0.023 0.344
H 1.154 -1.129 1.365 -0.013 -0.018 -0.032 0.293
H 1.665 0.550 1.378 -0.018 0.010 -0.002 0.343
H 2.467 -1.491 -0.772 0.023 -0.040 0.044 0.249
H 3.477 -0.918 0.543 -0.004 -0.021 0.009 0.331
H 2.956 0.206 -0.726 0.001 0.005 0.011 0.304
C 6.575 -4.922 1.511 -0.069 -0.031 -0.028 -1.056
C 5.831 -3.650 1.877 0.083 0.008 0.021 -0.357
O 4.482 -3.619 1.439 -0.063 0.097 -0.041 -0.364
C 3.641 -4.642 1.942 -0.036 -0.054 0.007 -0.278
C 3.511 -4.655 3.456 0.039 0.060 0.004 -1.078
H 6.551 -5.083 0.433 0.008 0.000 -0.001 0.299
H 7.616 -4.843 1.827 0.011 0.016 -0.011 0.386
H 6.151 -5.802 1.996 0.024 0.010 0.035 0.269
H 6.300 -2.796 1.388 -0.009 0.009 0.002 0.315
H 5.889 -3.470 2.957 -0.023 -0.031 0.003 0.325
H 3.967 -5.623 1.579 0.028 0.005 0.019 0.303
H 2.667 -4.447 1.492 0.000 -0.002 -0.015 0.279
H 4.460 -4.869 3.948 -0.006 -0.041 -0.006 0.274
H 2.802 -5.427 3.759 -0.016 0.002 -0.006 0.403
H 3.151 -3.691 3.818 -0.001 -0.002 0.004 0.276